Record 1
Below is the ion C15H22N7O3 with charge +1 at a distorted geometry, with properties calculated with ωB97M-V/def2-TZVPD.

CARTESIAN COORDINATES (ANGSTROEM)
C  3.7584  -0.1465  -3.7044
N  2.4937  0.5221  -3.2935
C  1.4296  0.0231  -2.7115
O  1.4496  -1.1254  -2.3343
C  0.2930  0.9915  -2.1569
C  -1.2996  0.5464  -2.4014
C  -1.9221  -0.6502  -1.6524
C  -3.1345  -0.7280  -1.0578
N  -3.2243  -1.8673  -0.1805
C  -2.0526  -2.5491  -0.4510
N  -1.2621  -1.7668  -1.1666
N  0.4946  0.9873  -0.6538
C  1.6683  1.3509  -0.0834
O  2.6520  1.8743  -0.6295
C  1.6326  1.4949  1.4589
C  1.3847  0.1229  2.2164
C  0.1409  -0.0221  3.0813
C  -0.9324  -0.6414  2.5329
N  -2.0102  -0.5287  3.4333
C  -1.5460  0.3734  4.4035
N  -0.2365  0.6713  4.1902
N  2.7300  2.2888  2.2140
C  2.5676  2.9424  3.3350
C  3.7567  3.7805  4.0101
O  1.4703  2.9186  3.9260
H  3.9551  0.2660  -4.6614
H  4.5473  -0.1285  -3.0023
H  3.4743  -1.1577  -3.7866
H  2.3099  1.5357  -3.4812
H  0.4854  1.9726  -2.6405
H  -1.9194  1.4283  -2.1489
H  -1.6077  0.5727  -3.4520
H  -3.9126  0.0151  -1.0411
H  -1.9170  -3.5679  -0.1256
H  -0.3802  -2.0210  -1.4902
H  -0.3762  0.6630  -0.1426
H  0.7698  2.1474  1.4973
H  2.4683  -0.0982  2.7294
H  1.2811  -0.7176  1.3640
H  -0.9963  -1.0925  1.6303
H  -2.9990  -0.8033  3.2927
H  -2.3015  0.9274  4.9225
H  0.1450  1.5866  4.4539
H  3.6584  2.2949  1.7658
H  3.3790  4.7894  4.0013
H  4.5770  3.9062  3.2919
H  3.9108  3.4396  5.0047

Forces on atoms 1 to 3 (eV/Å):
-2.71 0.41 0.13
-0.11 3.91 -1.18
-0.27 -0.68 1.69

Results
SMILES = CNC(=O)[C@@H](Cc1cnc[nH]1)NC(=O)[C@@H](Cc1c[nH]c[nH+]1)NC(C)=O
Net charge = +1
Lowest unoccupied orbital energy = -0.1214 Ha
Frontier orbital gap = 8.23 eV

Record 2
Below is a cluster of 3 separate species, C4H16NO2 in total at a distorted geometry, with properties calculated with ωB97M-V/def2-TZVPD.

CARTESIAN COORDINATES (ANGSTROEM)
C  -0.9738  -1.0168  -2.3439
C  -0.5560  -1.0290  -0.8588
N  -0.5565  0.3835  -0.3580
C  0.2596  1.3804  -1.1291
C  -1.6251  -1.7583  -0.0460
H  -1.9559  -0.5398  -2.3489
H  -0.9958  -2.0016  -2.7875
H  -0.2158  -0.5068  -2.9325
H  0.3897  -1.4980  -0.6320
H  -1.4866  0.7842  -0.3157
H  -0.1867  0.3354  0.6129
H  -0.3879  1.8266  -1.8770
H  0.5566  2.1577  -0.4547
H  1.0954  0.8930  -1.6174
H  -2.6077  -1.2691  -0.1046
H  -1.3141  -1.8493  0.9942
H  -1.6790  -2.7984  -0.3901
H  1.4704  1.2184  2.2944
H  0.0291  1.2103  2.8648
O  0.5279  1.2239  2.0335
H  3.5991  0.2530  2.8233
H  3.5878  1.6906  3.3298
O  3.0254  0.9103  3.2435

Forces on atoms 1 to 3 (eV/Å):
0.99 0.18 0.85
-2.08 -0.43 -0.75
1.35 0.07 0.17

Results
Net charge = +1
Lowest unoccupied orbital energy = -0.0998 Ha
Frontier orbital gap = 12.74 eV

Record 3
Below is a structure of composition C4H7OTl at a distorted geometry, with properties calculated with ωB97M-V/def2-TZVPD.

CARTESIAN COORDINATES (ANGSTROEM)
H  0.9252  0.3094  0.6246
C  0.7573  -1.5846  -1.3582
C  0.9005  -0.0716  -0.4047
C  2.1984  -0.1902  -1.0832
O  2.9523  0.7790  -1.4113
Tl  2.9665  2.6717  -1.6105
H  1.5403  -2.3315  -1.1695
H  -0.1885  -1.9734  -0.9439
H  0.2294  0.6423  -0.9044
H  2.3523  -0.5064  0.1812
C  0.7485  -1.0785  -2.7917
H  1.4823  -1.6157  -3.4166
H  -0.2766  -1.0254  -3.2001

Forces on atoms 1 to 3 (eV/Å):
0.08 -1.65 0.45
-1.22 1.10 1.09
-1.97 0.45 -5.44

Results
Net charge = +1
Spin multiplicity = 2
Expectation value of S² = 0.76
Lowest unoccupied orbital energy (alpha / beta) = -0.2181 / -0.2294 Ha
Frontier orbital gap (alpha / beta) = 7.58 / 7.27 eV

Record 4
Below is an isolated molecule of C4H10ClNO at a distorted geometry, with properties calculated with ωB97M-V/def2-TZVPD.

CARTESIAN COORDINATES (ANGSTROEM)
C  -1.1849  0.9727  -0.5751
C  0.1105  0.1088  -0.5082
C  -0.0652  -1.3294  -0.1058
O  0.7071  0.2186  -2.0051
C  1.1605  0.5838  0.5044
N  0.7193  0.3645  1.8591
Cl  2.7049  -0.3519  0.3431
H  -1.4850  1.1606  -1.7107
H  -1.0033  2.0408  -0.4472
H  -1.9995  0.5771  -0.0143
H  -0.8924  -1.3760  0.6041
H  0.8079  -1.8335  0.3774
H  -0.2099  -1.8724  -0.9993
H  1.2068  -0.5574  -2.1803
H  1.4538  1.6728  0.1696
H  1.5333  0.4157  2.4025
H  0.2509  -0.4645  1.8992

Forces on atoms 1 to 3 (eV/Å):
1.09 0.86 -3.47
1.43 0.23 -2.16
-0.21 -0.72 0.32

Results
SMILES = CC(C)(O)[C@@H](N)Cl
Net charge = 0
Lowest unoccupied orbital energy = 0.0304 Ha
Frontier orbital gap = 10.72 eV

Record 5
Below is the ion CH3O3S3 with charge -1 at a distorted geometry, with properties calculated with ωB97M-V/def2-TZVPD.

CARTESIAN COORDINATES (ANGSTROEM)
O  0.8347  -0.9776  -1.1979
S  1.3243  -0.3004  0.0182
O  2.1801  -1.1227  0.8568
S  2.1448  1.4537  -0.2751
O  0.0561  -0.0010  0.9610
C  -1.0585  0.4801  0.3718
S  -2.0244  -0.8463  -0.2449
H  -0.7750  1.1743  -0.4727
H  -1.6344  1.0655  1.0730
H  -1.0476  -0.9256  -1.0902

Forces on atoms 1 to 3 (eV/Å):
0.11 0.87 0.93
2.31 -0.94 -0.52
-0.86 0.21 -0.26

Results
SMILES = O=S(=O)([S-])OCS
Net charge = -1
Lowest unoccupied orbital energy = 0.1198 Ha
Frontier orbital gap = 7.65 eV

Record 6
Below is a cluster of 2 separate species, C10H11OP in total at a distorted geometry, with properties calculated with ωB97M-V/def2-TZVPD.

CARTESIAN COORDINATES (ANGSTROEM)
C  3.8973  0.4034  0.1832
C  3.4616  1.3718  -0.5981
C  3.0052  -0.3247  0.9884
C  2.1276  1.5478  -0.9301
C  1.6396  -0.2155  0.7045
C  1.3290  0.5928  -0.3340
C  -2.4222  -1.0074  1.1222
C  -2.2080  0.3342  1.1787
C  -2.7212  -1.6251  -0.2239
C  -2.7343  -0.5105  -1.2827
O  -2.8206  2.1984  -0.7310
P  -2.0598  1.0065  -0.4526
H  4.8580  0.3332  0.5900
H  4.2278  1.9470  -1.0853
H  3.3057  -1.1543  1.7208
H  1.8948  2.2690  -1.6963
H  0.8228  -0.8221  1.3218
H  -2.3548  -1.6861  1.9226
H  -1.8481  0.8508  1.9988
H  -1.8510  -2.3092  -0.3462
H  -3.5940  -2.3027  -0.2013
H  -2.1568  -0.6128  -2.2912
H  -3.7986  -0.2843  -1.5583

Forces on atoms 1 to 3 (eV/Å):
-0.53 -2.37 4.34
0.27 2.04 -2.56
-0.62 -1.96 0.05

Results
Net charge = 0
Lowest unoccupied orbital energy (alpha / beta) = -0.0278 / -0.0048 Ha
Frontier orbital gap (alpha / beta) = 7.98 / 7.85 eV

For each record above, in turn, the calculated DFT total energy values are -32477.758; -9986.996; -10986.407; -20368.881; -39735.137; -21880.087 eV.
For each record above, in turn, the calculated ΔE to the lowest compared entry with this formula, charge and spin values are 365.5; 37.2; 797.2; 205.9; 31.7; 477.9 kJ/mol.